{"formula": "C33H61O8P", "method": "wB97M-V/def2-TZVPD", "homo_ev": -10.30, "e_tot_ha": -2237.3382, "e_lumo_ev": -0.5, "charge": 0, "elements": ["P", "O", "O", "O", "O", "O", "O", "O", "O", "C", "C", "C", "C", "C", "C", "C", "C", "C", "C", "C", "C", "C", "C", "C", "C", "C", "C", "C", "C", "C", "C", "C", "C", "C", "C", "C", "C", "C", "C", "C", "C", "C", "H", "H", "H", "H", "H", "H", "H", "H", "H", "H", "H", "H", "H", "H", "H", "H", "H", "H", "H", "H", "H", "H", "H", "H", "H", "H", "H", "H", "H", "H", "H", "H", "H", "H", "H", "H", "H", "H", "H", "H", "H", "H", "H", "H", "H", "H", "H", "H", "H", "H", "H", "H", "H", "H", "H", "H", "H", "H", "H", "H", "H"], "positions_angstrom": [[-5.77588, -1.81180, 0.92796], [-6.96650, -1.66756, 1.76582], [4.65548, 1.04439, -4.23403], [5.24529, 1.11694, -6.34154], [-2.43720, 4.50418, 4.98921], [-6.04531, -2.76410, -0.32909], [-4.79161, 4.37940, 1.32613], [-4.26205, 4.39945, 3.59184], [-4.54096, -2.40826, 1.74936], [0.68335, 1.52944, -2.28457], [3.22517, 0.14912, -0.18728], [2.17252, 1.58815, -1.93928], [-5.17462, -0.24588, 0.29470], [4.32402, 1.23605, -5.36917], [-0.06898, 2.52582, 1.28531], [3.13829, -3.73579, 0.44937], [3.97470, -1.19336, 4.13081], [4.86296, 2.58998, -8.24942], [-2.81882, 2.57258, 3.50956], [-0.89200, 3.42982, 0.35858], [3.76088, -3.48379, 2.96346], [4.19285, -3.91956, 1.54930], [4.68570, -2.43846, 3.61633], [3.29310, -2.46210, -0.41488], [-4.31642, 3.83147, 2.32572], [-3.08585, 3.89191, 4.16114], [-0.05426, 2.95705, 2.76575], [-1.87423, 1.59842, 4.08729], [-5.00119, -4.24580, -1.91012], [2.92307, 1.68333, -5.72160], [-4.68624, -3.81166, 2.09160], [2.72137, 0.15682, -1.62382], [-0.37980, 1.81606, 3.73261], [-3.68261, 1.40384, 1.45671], [-0.04987, 2.85687, -1.99528], [-1.18367, 2.72426, -0.96803], [-3.58343, 2.53620, 2.41346], [-4.47658, -4.00435, 3.57590], [3.47903, -1.23887, 0.46985], [-4.95499, -2.87290, -1.26263], [4.92516, 1.16727, -7.73319], [-5.09759, 0.83448, 1.39630], [2.74115, -3.11999, 2.94715], [-3.04282, 0.61248, 1.82155], [4.07315, 3.16169, -7.76209], [-6.01646, -4.61840, -1.90174], [-5.67121, -4.17495, 1.83253], [2.61300, 1.42902, -6.73226], [-2.18260, 0.59820, 3.80971], [-5.75948, 0.06709, -0.55958], [5.73395, 0.63185, -8.22657], [-0.64928, 3.84941, 2.92191], [-5.07322, -4.85694, 3.88372], [-5.01907, -2.10408, -2.02556], [0.21099, 0.73666, -1.71479], [2.39810, -2.40498, -1.01740], [1.88910, -0.51284, -1.78161], [-4.39932, -4.94697, -1.34599], [3.09229, -4.59003, -0.21838], [-1.97498, 1.64780, 5.16550], [4.17744, -2.62637, -1.02147], [4.67957, 2.59646, -9.32391], [-1.45632, 1.68684, -0.80703], [4.00897, 0.61150, -7.93814], [-3.94347, -4.34954, 1.51595], [2.85563, 2.76200, -5.58616], [2.73561, 2.07344, -2.72310], [5.11538, -3.43918, 1.24487], [4.69939, -0.55916, 4.63212], [2.52158, 0.68640, 0.44261], [0.95348, 2.55116, 0.91754], [3.78093, -4.34774, 3.61647], [3.54360, -0.59539, 3.33701], [-2.06617, 3.20463, -1.38516], [-3.38212, 1.71727, 0.46211], [-5.82804, 1.60810, 1.20016], [3.19575, -1.43286, 4.84695], [-3.44550, -4.21908, 3.81422], [4.49858, -1.23853, 0.83024], [-1.83104, 3.66460, 0.84833], [-5.35104, 0.36428, 2.33757], [-0.38353, 1.49093, 1.19409], [-0.33311, 4.33249, 0.15500], [0.65376, 3.62827, -1.70320], [2.23255, 1.19848, -5.03592], [0.96734, 3.24641, 2.98724], [-0.02618, 0.90295, 3.26649], [-0.49093, 3.18498, -2.93063], [-4.16678, -0.41302, -0.08275], [-4.83654, -3.14431, 4.12110], [4.14937, 0.71711, -0.17029], [-3.99761, -2.75967, -0.76194], [-4.64884, -4.20011, -2.93046], [3.53629, -0.04810, -2.30521], [0.20948, 1.91992, 4.63348], [5.80483, 3.10101, -8.05221], [2.24049, 2.16747, -1.02399], [4.38743, -4.98524, 1.60244], [5.22460, -2.86521, 4.45464], [2.81363, -1.34322, 1.31928], [2.15628, -3.65824, 0.91403], [0.57591, 1.29842, -3.34006], [5.44383, -2.11422, 2.91146]], "forces_ev_per_angstrom": [[-0.97, 0.69, 0.52], [-0.38, -0.19, -0.04], [0.12, -0.06, 0.15], [0.20, -0.20, 0.00], [-1.56, -1.37, -1.54], [0.68, 0.27, 0.08], [1.02, -1.58, 3.15], [0.64, 0.84, -0.65], [0.17, -0.25, -0.77], [0.39, 0.88, -0.01], [0.08, -0.84, 0.11], [-0.47, -1.12, 0.44], [0.77, -0.08, 0.21], [-0.20, 0.27, -0.09], [0.02, 0.75, 0.03], [-0.25, 0.79, -0.09], [0.29, 0.04, 0.11], [-0.02, 0.07, 0.12], [-0.48, 0.73, 0.06], [0.03, -1.39, 0.14], [0.81, 0.31, 0.01], [-0.61, -0.59, -0.11], [-0.38, 0.37, -0.03], [0.35, -0.87, 1.02], [-1.05, 0.97, -2.39], [0.91, 0.89, 1.47], [0.64, -0.43, -0.24], [0.37, -0.06, 0.20], [-0.08, 0.12, 0.34], [-0.13, -0.37, -0.15], [0.26, 0.25, 0.50], [-0.05, 1.60, 0.00], [-0.18, 0.07, -0.31], [-0.62, 0.40, 0.22], [-0.39, -0.85, -0.45], [-0.07, 1.19, -0.16], [0.35, -0.43, 0.19], [-0.19, -0.36, -0.21], [-0.21, 0.48, -0.72], [0.06, -0.68, -0.45], [-0.05, 0.12, -0.20], [-0.02, -0.46, -0.45], [-0.28, 0.14, 0.00], [0.46, -0.19, -0.20], [-0.05, -0.03, -0.04], [-0.29, -0.01, -0.15], [-0.28, 0.09, -0.27], [0.05, 0.13, -0.02], [-0.08, -0.22, -0.15], [-0.37, -0.02, -0.11], [0.05, -0.04, 0.08], [-0.26, 0.10, 0.12], [-0.01, -0.19, 0.20], [-0.28, 0.31, 0.02], [-0.08, -0.23, 0.08], [-0.04, 0.17, -0.42], [0.02, -0.51, -0.04], [0.15, -0.23, 0.03], [0.11, -0.24, -0.06], [-0.08, 0.05, 0.25], [0.03, 0.25, -0.55], [0.01, -0.01, -0.01], [0.05, -0.28, 0.08], [-0.02, 0.03, 0.03], [0.10, -0.19, -0.20], [0.01, 0.02, 0.01], [0.22, 0.21, -0.13], [0.28, 0.11, 0.03], [0.06, 0.19, 0.19], [-0.18, 0.15, 0.08], [0.24, -0.20, -0.08], [-0.26, -0.30, 0.07], [-0.19, 0.00, -0.26], [-0.22, 0.01, -0.11], [0.18, 0.06, -0.18], [-0.16, 0.20, 0.01], [-0.19, -0.09, 0.12], [0.31, 0.17, 0.17], [0.21, -0.13, 0.40], [-0.14, 0.31, 0.08], [-0.10, 0.16, 0.40], [-0.30, -0.23, -0.03], [-0.08, 0.47, 0.09], [0.18, 0.14, 0.16], [0.05, 0.10, 0.13], [0.17, 0.25, 0.17], [0.17, -0.24, -0.06], [-0.06, 0.27, -0.17], [0.15, -0.07, -0.17], [-0.02, 0.25, 0.14], [0.15, 0.23, 0.04], [0.12, 0.18, 0.23], [0.16, -0.07, -0.25], [0.05, -0.43, -0.20], [-0.06, 0.15, 0.34], [0.03, -0.03, -0.04], [0.29, 0.36, 0.06], [0.31, -0.21, -0.07], [0.14, -0.26, 0.13], [-0.09, 0.00, 0.28], [-0.21, -0.19, 0.18], [-0.12, -0.33, -0.19], [0.19, 0.00, -0.22]]}

---

{"formula": "C12H21AlBrClF3KN2O6", "method": "wB97M-V/def2-TZVPD", "homo_ev": -6.90, "e_tot_ha": -5206.6294, "e_lumo_ev": -5.2, "charge": 0, "elements": ["Br", "K", "Cl", "Al", "F", "F", "F", "O", "O", "O", "O", "O", "O", "N", "N", "C", "C", "C", "C", "C", "C", "C", "C", "C", "C", "C", "C", "H", "H", "H", "H", "H", "H", "H", "H", "H", "H", "H", "H", "H", "H", "H", "H", "H", "H", "H", "H", "H"], "positions_angstrom": [[0.74445, -7.63377, 0.14095], [-4.43129, 1.05802, -1.73603], [1.15746, 1.09673, -3.24565], [0.36665, -0.77621, -2.37813], [-1.62402, 1.79871, -0.37706], [-1.12362, -0.38859, -0.38803], [0.36239, 1.09445, -0.68760], [-0.49593, 6.97891, 2.70240], [-6.39221, 3.69188, 3.48876], [2.41013, -6.55320, -1.58078], [-1.05761, 4.80705, 2.46879], [0.99427, 5.49426, 1.89847], [3.05961, 3.77451, -0.54418], [-4.82137, 4.85285, 4.64808], [-4.33545, 3.96523, 2.57461], [-3.20639, -1.15072, -2.39793], [-0.42674, 3.70895, 1.79661], [-1.21203, 0.63241, -2.43093], [-0.20095, 5.87380, 2.38852], [-5.26180, 4.14136, 3.57040], [2.07094, -4.17757, -1.06295], [1.03190, 4.05640, 1.86106], [2.49554, -5.54819, -0.58477], [3.21804, -6.34595, -2.72782], [4.70598, -6.26234, -2.43158], [-0.89578, 0.78551, -0.92641], [-2.35258, -0.32232, -2.58950], [-1.51972, 1.61658, -2.74841], [1.05105, -4.21979, -1.44898], [5.04329, -7.16482, -1.92102], [3.50184, -5.52544, -0.15140], [4.94983, -5.41252, -1.79279], [-3.39507, 4.32289, 2.60994], [-4.63820, 3.44999, 1.77262], [3.92447, 4.13298, -0.79090], [1.51983, 3.69326, 2.76707], [1.57659, 3.69245, 0.99010], [3.02969, -7.20138, -3.37618], [-3.79054, -1.96202, -2.04554], [2.71299, -3.79925, -1.86418], [5.26896, -6.15295, -3.35889], [-0.65736, 2.76944, 2.29509], [2.88055, -5.45953, -3.27795], [1.80015, -5.87302, 0.24262], [-0.77853, 3.67104, 0.77263], [-3.89469, 5.22858, 4.72396], [2.10743, -3.46037, -0.24228], [-5.47213, 5.00171, 5.39518]], "forces_ev_per_angstrom": [[-1.12, -0.91, 0.78], [-0.71, 1.02, 0.45], [2.20, -0.38, -1.04], [1.27, 0.80, -1.84], [-0.55, -0.54, 0.68], [-0.57, -1.03, 2.46], [0.64, 0.21, 0.90], [-0.14, 0.11, 0.10], [0.01, -0.03, -0.04], [0.48, 0.42, -0.40], [0.07, -0.01, -0.02], [-0.33, -0.14, 0.15], [-0.10, -0.12, 0.05], [-0.02, -0.05, -0.01], [0.19, -0.01, 0.01], [0.35, -0.80, -0.07], [-0.09, -0.29, 0.18], [-3.31, -1.70, 1.73], [0.24, 0.01, -0.14], [0.06, 0.05, 0.02], [-0.40, 0.24, 0.00], [0.35, -0.23, -0.18], [0.43, 0.10, -0.02], [0.08, 0.07, -0.10], [0.00, 0.03, 0.15], [-1.20, 1.30, -2.66], [1.28, 1.10, 0.94], [1.01, 0.22, -1.14], [0.00, -0.02, 0.05], [0.00, -0.03, -0.03], [-0.01, 0.01, 0.02], [0.02, 0.05, -0.07], [-0.02, 0.07, 0.01], [-0.03, 0.04, 0.02], [-0.15, -0.06, 0.01], [-0.07, 0.08, 0.07], [0.27, 0.39, -0.07], [-0.10, -0.05, 0.08], [-0.30, -0.34, -0.43], [0.11, 0.01, 0.02], [-0.02, -0.02, -0.02], [-0.14, 0.08, 0.11], [0.05, 0.03, 0.02], [0.40, 0.24, -0.52], [-0.10, 0.10, -0.17], [0.01, 0.01, -0.06], [-0.01, -0.03, 0.02], [-0.03, 0.00, 0.01]]}

---

{"formula": "C29H32MnN4OP", "method": "wB97M-V/def2-TZVPD", "homo_ev": [-1.77, -1.83], "e_tot_ha": -2910.6904, "s_squared": 0.937, "e_lumo_ev": [2.1, 2.1], "multiplicity": 2, "charge": -1, "elements": ["Mn", "P", "O", "N", "N", "N", "N", "C", "C", "C", "C", "C", "C", "C", "C", "C", "C", "C", "C", "C", "C", "C", "C", "C", "C", "C", "C", "C", "C", "C", "C", "C", "C", "C", "C", "C", "H", "H", "H", "H", "H", "H", "H", "H", "H", "H", "H", "H", "H", "H", "H", "H", "H", "H", "H", "H", "H", "H", "H", "H", "H", "H", "H", "H", "H", "H", "H", "H"], "positions_angstrom": [[-0.01596, -0.37266, -0.24801], [-1.31350, 0.69091, 1.29700], [1.57092, 1.05814, -0.49093], [-1.22451, -0.85913, 2.08991], [3.57063, 2.08586, -0.27888], [1.60167, -1.62262, -0.97937], [3.40894, -0.24519, -0.08641], [-2.60994, -3.29968, -3.40258], [-1.71063, -1.38409, -2.18249], [-2.66623, -2.41032, -2.34685], [-0.43496, -3.01685, 1.42631], [-1.01343, 1.81517, 2.70890], [-1.61507, -3.19878, -4.37155], [-1.69541, 2.87921, 4.77089], [-0.68400, -2.17596, -4.25852], [1.46973, -3.00176, -1.34684], [-1.68563, -0.47989, -1.03086], [0.88100, -3.97817, -0.59651], [2.78289, 0.97492, -0.29911], [-4.76289, 1.58699, -1.32706], [0.15130, -4.00803, 0.61834], [4.58469, -0.59979, -0.87213], [-3.07179, -0.06641, -0.47258], [-3.72760, 2.06340, 0.78848], [4.83421, 2.14929, 0.42561], [0.25765, 2.35278, 2.88303], [0.55646, 3.14627, 3.98353], [2.49665, -1.34472, 0.17329], [-0.42089, 3.41203, 4.93031], [-4.00115, 0.49152, -1.52496], [-0.73493, -1.29145, -3.19437], [-2.91302, 0.93725, 0.67316], [2.96987, 3.36260, -0.62085], [-0.53845, -1.65413, 1.19358], [-1.98875, 2.08771, 3.67167], [-4.71212, 2.37330, -0.12660], [-3.44973, -2.51425, -1.60691], [-2.97863, 1.66697, 3.54431], [2.06270, 3.19231, -1.19165], [-1.84773, -1.24004, 2.79782], [-3.49951, -1.01193, -0.07387], [-5.30850, 3.27084, -0.02441], [-0.02786, -0.46779, -3.14770], [-5.41093, 1.90805, -2.13915], [5.08622, 0.29042, -1.24181], [5.02853, 1.21353, 0.94174], [1.55271, 3.55665, 4.10315], [-4.03790, -0.01613, -2.48366], [-0.03675, -5.02161, 0.96166], [-0.93981, -3.40907, 2.31489], [1.00312, -4.96080, -1.04516], [-2.46187, 3.08258, 5.50948], [1.88906, -1.09977, 1.05040], [-1.57896, -3.89246, -5.20275], [3.67686, 3.94801, -1.21172], [4.79233, 2.94631, 1.17284], [4.30649, -1.21235, -1.73602], [0.08515, -2.05908, -5.01545], [1.02021, 2.14029, 2.14008], [-3.35387, -4.08550, -3.47775], [3.07386, -2.24059, 0.40771], [-3.54120, 2.75580, 1.60582], [5.66332, 2.36558, -0.25449], [5.28555, -1.17118, -0.26149], [1.93160, -1.09071, -1.77585], [-0.19184, 4.02958, 5.79053], [1.90175, -3.25870, -2.30636], [2.70990, 3.92730, 0.27922]], "forces_ev_per_angstrom": [[-1.32, 0.20, 0.21], [0.08, -0.36, -0.26], [-0.19, 0.12, 0.11], [0.03, 0.07, 0.11], [-0.01, 0.01, -0.05], [-0.12, -0.11, -0.06], [-0.07, -0.01, 0.01], [0.03, -0.05, -0.10], [0.12, -0.15, -0.44], [0.10, 0.13, 0.20], [0.06, -0.08, -0.04], [-0.10, 0.05, 0.06], [-0.01, 0.01, 0.05], [0.02, 0.04, 0.04], [0.04, -0.08, -0.05], [-0.05, -0.11, 0.15], [0.93, 0.06, 0.57], [0.03, 0.11, -0.08], [0.16, -0.08, -0.04], [0.06, -0.14, 0.02], [-0.01, -0.02, 0.04], [0.04, -0.01, -0.03], [0.09, -0.10, -0.01], [-0.08, -0.05, 0.02], [0.00, 0.02, 0.05], [0.05, 0.06, -0.04], [0.01, 0.01, -0.02], [-0.03, -0.02, -0.02], [-0.04, -0.01, 0.01], [-0.04, 0.08, -0.12], [-0.08, 0.14, 0.07], [0.38, 0.07, -0.08], [-0.01, -0.01, 0.00], [-0.02, 0.21, -0.20], [0.09, -0.06, -0.08], [-0.03, 0.07, 0.08], [-0.01, 0.00, 0.00], [-0.02, 0.01, 0.02], [0.01, 0.02, -0.01], [-0.01, -0.03, -0.07], [-0.01, 0.01, 0.02], [0.00, 0.00, 0.00], [-0.04, 0.01, 0.01], [-0.01, 0.03, 0.01], [-0.01, -0.02, -0.01], [0.00, 0.01, -0.01], [0.00, 0.00, 0.00], [0.02, 0.01, -0.01], [0.01, 0.01, 0.01], [0.03, 0.04, 0.01], [0.00, 0.01, -0.01], [0.00, 0.00, 0.00], [0.00, -0.03, 0.01], [0.00, 0.00, 0.00], [0.00, 0.00, 0.00], [-0.01, 0.01, -0.01], [-0.01, -0.01, 0.01], [0.00, 0.00, 0.00], [-0.02, -0.01, -0.01], [0.00, 0.01, 0.01], [0.03, 0.02, 0.00], [-0.01, 0.02, 0.01], [0.01, 0.00, 0.01], [0.01, 0.01, 0.00], [0.01, -0.09, -0.05], [-0.01, 0.00, 0.00], [-0.02, -0.01, -0.01], [-0.01, 0.00, 0.00]]}